Below is C5H11EuNO2P as an isolated structure at a distorted geometry, with properties calculated with the ωB97M-V functional and the def2-TZVPD basis.

```
21
Properties=species:S:1:pos:R:3:forces:R:3:mulliken_spin:R:1
C -0.301045 1.896308 -2.102086 0.001 0.176 0.190 -0.008
C -0.102977 1.369827 -0.668318 -0.016 0.582 -0.174 -0.009
P -0.730797 -0.295920 -0.432529 0.155 0.250 -0.999 -0.282
C 0.436219 -1.468242 -0.845056 0.429 0.258 3.967 0.247
O 1.753715 -1.298599 -0.732270 -0.898 1.714 -3.049 0.054
N 2.504922 -2.605741 0.170127 0.474 -1.874 1.874 0.554
O 3.342105 -2.083386 0.820946 -0.100 -0.032 -0.218 0.366
C -1.384909 -0.742678 1.241060 -0.508 -0.572 0.026 -0.016
C -1.386005 0.446097 2.212979 0.087 0.106 -0.291 -0.006
H -0.229373 2.982133 -2.071273 0.105 0.004 -0.080 -0.001
H 0.468295 1.530637 -2.779416 -0.090 -0.102 -0.071 0.000
H -1.287768 1.659468 -2.495337 0.038 -0.096 -0.045 0.005
H 0.948083 1.434303 -0.375856 -0.030 -0.123 0.114 -0.012
H -0.660158 2.011685 0.015584 -0.043 -0.073 0.048 0.002
H 0.145061 -2.414154 -0.376366 -0.202 -0.479 -0.910 0.023
H -0.763136 -1.555768 1.607997 0.056 0.037 -0.007 -0.005
H -2.389357 -1.138841 1.105744 -0.018 0.020 0.057 0.000
H -1.208158 0.050122 3.210494 -0.130 0.039 0.046 -0.003
H -0.603962 1.175678 2.010627 0.087 -0.065 0.094 0.001
H -2.341476 0.963236 2.182900 0.003 0.017 0.055 0.000
Eu 3.790721 -1.916165 -1.699951 0.601 0.211 -0.626 5.090
```
Forces are in eV/Å.

**Multiplicity**: 7
**Calculated total energy**: -39542.3961 eV
**Max |F|**: 4.00 eV Å⁻¹
**Net charge**: +2
**Highest occupied orbital energy (spin up / spin down)**: -16.0 / -16.1 eV

Below is a 4-piece molecular cluster, C27H29FN5O10P overall, with properties calculated with the ωB97M-V functional and the def2-TZVPD basis.

```
73
Properties=species:S:1:pos:R:3:forces:R:3:mulliken_charge:R:1
C 3.579522 0.843471 -0.981811 0.184 -0.297 0.338 -1.086
O 2.285532 0.271442 -1.126274 -0.099 0.273 -0.355 -0.173
C 2.249692 -0.700773 -2.129241 0.291 -0.250 0.595 -1.792
C 0.863901 -1.373311 -2.077951 0.159 0.075 -0.183 1.940
C 0.802077 -2.227529 -3.268913 -0.063 -0.325 -0.109 -0.284
N 0.779337 -2.934909 -4.174050 0.027 0.197 0.081 -0.584
C -0.321974 -0.342847 -2.156601 0.500 0.367 0.016 0.017
C 0.013251 0.564363 -3.263809 -0.236 -0.134 -0.260 -0.297
N 0.278361 1.221012 -4.166325 0.069 0.108 0.036 -0.585
C -0.585404 0.496320 -0.877297 -0.028 0.222 -0.444 -1.041
C -2.053168 0.688798 -0.526574 0.073 -0.284 0.639 0.164
C -2.964666 -0.522698 -0.650371 -0.077 0.042 -0.600 -1.266
F -2.559628 1.739537 -1.309952 0.027 -0.157 -0.047 -0.410
P 0.757629 -2.489138 -0.590798 -0.680 -0.053 0.487 0.717
O -0.448502 -2.289586 0.208438 -0.011 0.149 -0.373 -0.619
O 2.096025 -2.282751 0.262505 0.122 -0.256 -0.484 -0.501
O 0.831321 -3.977545 -1.162373 0.464 0.076 0.278 -0.585
H 4.132305 0.297509 -0.212728 0.059 -0.047 -0.019 0.330
H 4.155886 0.801478 -1.904234 -0.070 0.095 -0.152 0.439
H 3.490729 1.877306 -0.670076 -0.210 0.077 -0.049 0.308
H 2.463233 -0.298940 -3.122090 -0.193 0.174 -0.062 0.671
H 3.006889 -1.471674 -1.924382 0.023 -0.023 -0.155 0.549
H -1.206836 -0.880569 -2.492636 -0.120 -0.115 0.269 1.033
H -0.034066 0.105244 -0.031735 -0.154 -0.212 0.085 0.563
H -0.175816 1.488757 -1.056191 0.039 0.056 0.113 0.515
H -2.083798 1.030244 0.510454 0.001 0.249 -0.083 0.350
H -3.623229 -0.357701 -1.504925 -0.074 -0.004 0.006 0.275
H -2.421431 -1.441438 -0.847219 0.120 -0.059 0.178 0.285
H -3.586316 -0.678385 0.223533 -0.032 0.097 0.092 0.370
H 2.632207 -3.084998 0.292598 0.104 0.143 0.262 0.330
H 1.717583 -4.277665 -1.402999 -0.186 -0.136 -0.310 0.382
O 6.656149 1.757359 -0.044914 -0.011 -0.026 0.012 -0.602
N 6.280148 2.887407 -0.286301 -0.026 -0.007 -0.037 1.029
O 5.555302 3.186019 -1.214919 0.065 0.040 0.010 -0.596
C 6.727643 3.965841 0.607180 0.059 0.094 0.063 0.170
C 7.576540 3.658102 1.654109 0.101 -0.088 0.111 -0.345
C 8.006583 4.680665 2.483249 -0.038 0.085 -0.025 -0.437
C 7.584067 5.984252 2.258243 -0.005 -0.014 -0.012 -0.420
C 6.725983 6.270151 1.204618 0.060 -0.035 0.071 -0.464
C 6.291389 5.255689 0.367771 -0.082 0.139 -0.075 -0.325
H 7.898505 2.641303 1.820291 -0.044 -0.034 -0.084 0.439
H 8.673680 4.459880 3.304648 0.005 -0.014 0.007 0.369
H 7.925555 6.780494 2.906000 -0.003 0.004 0.009 0.378
H 6.396213 7.285028 1.032406 -0.011 0.007 -0.011 0.370
H 5.626072 5.467321 -0.455575 0.004 -0.094 -0.034 0.447
O -6.128825 -0.591985 -0.226975 -0.116 -0.060 0.015 -0.598
N -6.236620 0.548365 -0.632026 0.136 0.024 0.046 1.051
O -5.804498 1.525936 -0.057388 -0.020 0.008 0.023 -0.599
C -6.922318 0.756825 -1.916658 -0.071 0.018 -0.093 0.233
C -7.447681 -0.336170 -2.579878 -0.051 -0.167 -0.047 -0.366
C -8.103407 -0.131971 -3.782905 0.002 0.091 -0.023 -0.469
C -8.221097 1.150104 -4.303073 0.009 -0.001 0.016 -0.407
C -7.679380 2.233134 -3.623622 -0.034 -0.087 -0.033 -0.442
C -7.023602 2.040376 -2.418758 0.013 0.186 -0.025 -0.401
H -7.349178 -1.328531 -2.166526 0.044 0.034 0.087 0.451
H -8.523932 -0.974540 -4.313867 0.002 -0.016 0.001 0.370
H -8.736746 1.305693 -5.241339 0.004 0.000 -0.010 0.376
H -7.768258 3.230167 -4.031793 0.008 0.014 0.004 0.372
H -6.597966 2.874591 -1.881979 0.038 -0.061 0.076 0.447
O -2.515891 -6.324722 5.458655 -0.012 -0.005 -0.004 -0.604
N -1.739700 -5.536098 5.958398 0.001 -0.054 0.025 1.017
O -1.482566 -5.477639 7.144299 0.002 0.001 0.010 -0.618
C -1.059818 -4.584890 5.063559 0.030 0.084 -0.086 0.041
C -1.353814 -4.605580 3.712575 -0.027 -0.026 -0.137 -0.586
C -0.722370 -3.698903 2.873698 -0.021 -0.109 0.125 -0.280
C 0.188255 -2.791893 3.399012 0.008 -0.002 0.035 -0.365
C 0.474704 -2.791472 4.758967 -0.027 -0.014 -0.105 -0.547
C -0.151997 -3.693095 5.603346 0.111 0.101 0.116 -0.328
H -2.065311 -5.315172 3.318018 -0.028 -0.035 0.092 0.448
H -0.939870 -3.690879 1.815256 -0.024 0.025 0.095 0.591
H 0.671183 -2.081021 2.742369 -0.010 0.014 -0.034 0.338
H 1.185122 -2.083818 5.164303 0.002 0.003 0.016 0.388
H 0.061136 -3.699361 6.661523 -0.072 -0.071 0.019 0.458
```
Forces are in eV/Å.

**Calculated total energy**: -68394.1486 eV
**Max |F|**: 0.84 eV Å⁻¹
**Highest occupied orbital energy**: -9.8 eV

Below is C26H50BCuN2OP2 as an isolated structure, with properties calculated with the ωB97M-V functional and the def2-TZVPD basis.

```
83
Properties=species:S:1:pos:R:3:forces:R:3:mulliken_spin:R:1
Cu -0.283249 0.151963 0.926455 -0.006 0.054 0.067 0.259
C 2.602163 -2.086860 0.393249 -0.015 0.019 0.000 0.020
C 3.045601 -0.615356 0.350242 0.067 -0.020 -0.002 0.018
C 4.553629 -0.570469 0.603717 -0.017 0.029 0.030 0.003
C 2.741146 -0.041657 -1.038304 -0.007 -0.016 -0.024 0.035
P 1.996906 0.301583 1.596665 -0.013 -0.011 -0.049 -0.067
C 2.089236 -0.757732 3.122090 0.015 0.062 0.078 0.040
N 0.961020 -1.655406 3.050145 0.001 -0.054 0.017 -0.003
B -0.183883 -1.368811 2.254318 0.016 0.036 -0.131 0.392
N -0.860069 -2.596018 2.030229 -0.027 -0.049 -0.021 0.047
C -1.922170 -2.771402 1.068511 0.042 0.036 -0.006 0.036
P -1.969476 -1.237815 -0.002183 -0.010 0.003 0.088 -0.043
C -1.742225 -1.871230 -1.743296 -0.028 -0.042 0.000 0.040
C -2.813670 -2.864198 -2.199357 -0.010 0.026 0.004 0.008
C -0.368463 -2.554101 -1.764297 0.015 -0.006 0.008 0.022
C -1.680918 -0.684558 -2.710936 0.002 0.008 -0.015 0.004
C -3.682030 -0.561806 0.322011 -0.027 -0.028 -0.041 -0.013
C -3.638993 -0.071090 1.776910 0.012 0.018 0.012 0.040
C -4.830929 -1.566019 0.175407 0.014 -0.014 -0.003 -0.002
C -3.950350 0.631489 -0.599159 -0.009 0.026 -0.012 0.019
C -0.146573 -3.611828 2.678024 -0.006 0.051 0.004 0.005
C -0.378390 -4.972647 2.750513 0.015 -0.016 0.010 0.000
C 0.541585 -5.753678 3.444298 -0.040 -0.022 -0.023 0.001
C 1.652000 -5.184163 4.053933 0.043 0.019 0.024 0.000
C 1.882584 -3.812596 3.995874 0.005 -0.007 -0.001 0.002
C 0.977950 -3.031207 3.300933 -0.035 -0.040 0.011 0.014
C 2.754454 1.917040 2.139946 0.049 0.012 0.022 0.004
C 1.696263 2.608391 3.011934 -0.035 -0.014 -0.001 0.028
C 4.030568 1.751720 2.973895 -0.014 -0.022 -0.005 -0.002
C 3.031394 2.801199 0.921706 0.002 -0.003 -0.002 0.018
H 3.048641 -2.608564 -0.456536 0.003 -0.001 0.001 0.000
H 1.519514 -2.204825 0.329728 0.008 0.010 -0.005 -0.002
H 2.938435 -2.588374 1.301045 0.001 -0.011 -0.005 0.000
H 5.048561 -1.234209 -0.109315 -0.008 -0.001 -0.005 -0.002
H 4.812398 -0.919604 1.604865 0.004 0.003 -0.001 0.000
H 4.969576 0.426297 0.462857 -0.005 0.009 -0.005 0.002
H 3.245477 -0.646982 -1.795423 -0.004 0.009 -0.003 -0.001
H 3.087755 0.985277 -1.149037 -0.003 -0.005 0.005 0.020
H 1.668961 -0.059482 -1.252361 0.008 0.003 0.003 0.016
H 2.061982 -0.124936 4.011981 -0.014 -0.023 0.008 -0.002
H 3.029992 -1.312450 3.150233 0.014 0.010 -0.029 -0.004
H -2.888814 -2.912876 1.553415 -0.017 -0.007 0.011 -0.004
H -1.741369 -3.653685 0.450278 0.004 0.009 -0.013 0.000
H -2.990300 -3.659296 -1.472973 0.006 0.000 0.003 0.000
H -2.489597 -3.337112 -3.129230 0.005 0.007 -0.004 0.001
H -3.760316 -2.367232 -2.402477 -0.006 -0.007 -0.002 0.001
H -0.291075 -3.396246 -1.073989 -0.010 0.012 -0.012 -0.001
H 0.426226 -1.845058 -1.530683 -0.008 -0.015 -0.001 0.011
H -0.185734 -2.936666 -2.770697 0.007 -0.003 -0.001 0.000
H -2.644887 -0.195424 -2.836213 0.028 -0.017 -0.005 0.006
H -1.363376 -1.044923 -3.692050 -0.001 0.005 -0.002 0.001
H -0.954368 0.063130 -2.380979 0.005 -0.003 0.003 0.005
H -3.403086 -0.869890 2.482465 0.004 -0.011 -0.003 0.002
H -4.619669 0.329500 2.042616 0.000 0.001 0.008 0.001
H -2.899300 0.720718 1.907151 -0.012 -0.009 -0.003 0.003
H -4.692856 -2.468204 0.770375 -0.001 0.006 0.014 -0.002
H -4.993076 -1.861567 -0.858147 0.006 0.002 0.012 0.001
H -5.750322 -1.090886 0.526198 0.002 0.011 -0.009 0.000
H -3.085763 1.292128 -0.675845 -0.003 -0.006 0.010 -0.008
H -4.786882 1.212111 -0.202851 -0.002 -0.007 0.003 0.000
H -4.226105 0.310141 -1.602969 -0.005 0.003 0.018 0.001
H -1.247021 -5.421321 2.285198 -0.001 0.009 -0.002 0.000
H 0.385285 -6.821597 3.514123 -0.004 0.003 -0.002 0.000
H 2.346371 -5.815552 4.591565 -0.001 0.003 -0.001 0.000
H 2.742194 -3.375400 4.488470 -0.005 0.006 -0.004 0.000
H 1.346891 1.978217 3.832606 0.011 0.000 0.001 -0.001
H 0.838599 2.908012 2.412143 0.007 0.005 0.000 -0.004
H 2.132354 3.507869 3.451752 -0.005 0.005 -0.004 0.000
H 3.853371 1.179861 3.885705 0.003 -0.002 -0.010 -0.001
H 4.377679 2.741916 3.279135 -0.007 0.005 -0.007 0.002
H 4.837071 1.278107 2.421776 0.015 -0.007 -0.004 0.000
H 2.157420 2.873306 0.268938 0.006 -0.012 0.010 -0.006
H 3.872792 2.437485 0.332555 0.006 -0.001 0.004 0.002
H 3.280003 3.809244 1.262262 0.004 0.000 -0.006 0.000
C -0.734114 4.593521 0.319307 0.011 0.012 0.009 0.003
C -1.373108 3.266472 -0.016382 0.046 -0.026 -0.057 0.018
O -0.972635 2.238454 0.912963 -0.046 -0.083 0.057 0.017
H -1.048672 5.352886 -0.396816 -0.002 -0.008 -0.007 0.000
H 0.353280 4.521815 0.290817 -0.013 0.010 0.005 0.001
H -1.035788 4.933812 1.312448 0.001 -0.002 0.000 0.000
H -1.050567 2.905634 -0.992464 -0.003 0.000 -0.004 -0.005
H -2.462470 3.339419 -0.025077 0.003 0.019 0.013 0.001
H -1.210575 2.508607 1.807123 -0.033 0.057 -0.023 0.005
```
Forces are in eV/Å.

**Multiplicity**: 2
**Energy relative to the best compared isomer or geometry (same formula, charge and spin)**: 0.0 kcal per mole
**Calculated total energy**: -96692.1046 eV
**Max |F|**: 0.14 eV Å⁻¹
**Net charge**: +1
**Highest occupied orbital energy (spin up / spin down)**: -9.4 / -10.4 eV